ORCA calculation (the ωB97M-V functional and the def2-TZVPD basis) on a molecular structure, C14H27N4OsS5 at a distorted geometry.

Last column: Löwdin charge in e.
Cartesian coordinates (Å):
1 Os -0.226 0.236 -0.175  1.1037
2 C -2.182 -0.681 -2.459  -0.1598
3 C -0.807 -1.178 -2.881  -0.1603
4 N 0.314 -0.571 -2.095  -0.1966
5 C 0.970 0.551 -2.822  -0.1661
6 C 1.995 1.198 -1.915  -0.1648
7 N 1.314 1.645 -0.662  -0.2140
8 C 0.676 2.995 -0.801  -0.1576
9 C -0.730 3.059 -0.210  -0.1629
10 C -0.862 2.762 1.285  -0.1489
11 N -0.921 1.292 1.568  -0.1891
12 C -2.284 0.785 1.933  -0.1467
13 C -2.985 0.207 0.725  -0.1732
14 N -2.103 -0.803 0.072  -0.1952
15 C -2.722 -1.330 -1.189  -0.1611
16 H -2.880 -0.912 -3.266  0.1418
17 H -2.192 0.415 -2.372  0.1123
18 H -0.635 -0.982 -3.940  0.1372
19 H -0.756 -2.259 -2.744  0.1362
20 H 1.017 -1.296 -1.984  0.1169
21 H 0.187 1.264 -3.093  0.1327
22 H 1.434 0.204 -3.747  0.1498
23 H 2.485 2.032 -2.420  0.1457
24 H 2.766 0.478 -1.635  0.1244
25 H 2.023 1.703 0.062  0.1026
26 H 0.623 3.229 -1.864  0.1308
27 H 1.316 3.749 -0.342  0.1457
28 H -1.423 2.406 -0.788  0.1055
29 H -1.095 4.073 -0.389  0.1457
30 H -1.760 3.232 1.687  0.1335
31 H -0.016 3.191 1.824  0.1412
32 H -0.339 1.114 2.378  0.1149
33 H -2.886 1.579 2.376  0.1394
34 H -2.156 0.013 2.694  0.1377
35 H -3.205 0.981 -0.016  0.1302
36 H -3.936 -0.242 1.017  0.1488
37 H -2.024 -1.585 0.715  0.0868
38 H -3.801 -1.183 -1.125  0.1352
39 H -2.547 -2.406 -1.223  0.1347
40 C 4.442 -0.748 2.477  -0.3238
41 S 3.866 -2.208 3.356  1.0497
42 C 2.500 -2.875 2.646  -0.9140
43 C 1.507 -2.330 1.681  -1.0234
44 S 1.582 -0.851 0.958  0.7699
45 S 0.178 -3.370 1.368  0.9454
46 C 0.605 -4.703 2.438  -1.4051
47 S -0.251 -6.023 2.640  0.8722
48 S 2.162 -4.433 3.236  1.0457
49 H 5.260 -0.400 3.109  0.0684
50 H 3.674 0.013 2.407  0.0102
51 H 4.828 -1.037 1.502  0.0676

Results
- LUMO (alpha / beta) (eV) = -11.63 / -11.74
- Kohn-Sham gap (alpha / beta) (eV) = 6.1 / 5.2
- total charge = +3

---

ORCA calculation (the ωB97M-V functional and the def2-TZVPD basis) on 2 unconnected molecules or ions with the total composition C4H7NO2.

Last column: Löwdin charge in e.
Cartesian coordinates (Å):
1 N -1.415 1.226 1.578  0.1310
2 C -0.456 0.564 0.833  -0.4707
3 O -0.492 -0.794 0.275  -0.0403
4 C 0.810 0.986 0.160  0.0159
5 C 0.670 -0.268 0.976  -0.1514
6 C 0.348 -1.491 -2.124  -0.1658
7 O 1.435 -1.006 -2.326  -0.0246
8 H -1.899 0.623 2.234  0.0968
9 H -2.086 1.696 0.981  0.0929
10 H 1.321 1.808 0.660  0.1131
11 H 0.920 0.926 -0.920  0.0876
12 H 1.212 -0.799 1.744  0.1427
13 H -0.592 -0.957 -2.352  0.0852
14 H 0.226 -2.513 -1.719  0.0876

Results
- LUMO (eV) = 0.96
- Kohn-Sham gap (eV) = 9.8
- SMILES = N[C@@]12C[C@@H]1O2.C=O
- energy relative to the best compared isomer or geometry (same formula, charge and spin) (eV) = 4.737

---

ORCA calculation (the ωB97M-V functional and the def2-TZVPD basis) on a single C6H13NO molecule at a distorted geometry.

Last column: Löwdin charge in e.
Cartesian coordinates (Å):
1 C 0.086 1.331 1.640  -0.3009
2 C 0.952 2.569 1.620  -0.1619
3 C 0.483 0.558 0.424  -0.2630
4 N -0.619 -0.434 0.052  -0.0440
5 C -1.775 -1.500 -1.846  -0.0262
6 C -0.369 -0.972 -1.337  -0.3070
7 C 0.546 -2.189 -1.056  -0.1911
8 O 1.018 -2.467 0.047  0.0200
9 H 0.304 0.846 2.654  0.1259
10 H -1.013 1.610 1.592  0.1219
11 H 1.900 2.402 1.117  0.0536
12 H 1.198 2.855 2.730  0.1023
13 H 0.519 3.431 1.081  0.0742
14 H 0.908 1.274 -0.406  0.1438
15 H 1.426 0.013 0.699  0.1173
16 H -0.529 -1.290 0.655  0.1145
17 H -1.865 -1.152 -2.880  0.0755
18 H -2.518 -1.162 -1.139  0.0715
19 H -1.782 -2.546 -1.817  0.0431
20 H 0.229 -0.373 -1.992  0.1260
21 H 0.902 -2.805 -1.838  0.1045

Results
- LUMO (eV) = 0.91
- Kohn-Sham gap (eV) = 9.9
- SMILES = CCCN[C@H](C)C=O
- energy relative to the best compared isomer or geometry (same formula, charge and spin) (eV) = 2.761

---

ORCA calculation (the ωB97M-V functional and the def2-TZVPD basis) on a molecular structure, C46H61MoN5O4SSe at a distorted geometry.

Last column: Löwdin charge in e.
Cartesian coordinates (Å):
1 Mo 0.436 -1.974 1.180  1.6217
2 O 0.385 -6.995 3.251  0.0630
3 C -0.862 -6.505 3.382  -0.2641
4 C -1.893 -7.385 3.712  -0.0144
5 C -3.198 -6.941 3.804  -0.0787
6 C -3.493 -5.597 3.616  -0.0812
7 C -2.478 -4.710 3.338  -0.0295
8 C -1.162 -5.149 3.190  -0.0830
9 C -0.177 -4.159 2.741  -0.4591
10 O -0.466 -2.910 2.797  -0.2318
11 N 0.986 -4.544 2.244  0.0776
12 N 1.617 -3.404 1.821  -0.1898
13 C 2.795 -3.056 2.353  -0.0194
14 C 2.811 -1.739 2.849  -0.2565
15 C 3.945 -1.117 3.418  -0.0142
16 C 3.811 0.103 4.027  -0.0510
17 C 2.551 0.706 4.072  -0.0210
18 C 1.483 0.056 3.484  -0.1073
19 N 1.587 -1.118 2.880  -0.0088
20 H 0.969 -6.284 2.919  0.0691
21 H -1.642 -8.422 3.873  0.1140
22 H -3.997 -7.641 4.005  0.1031
23 H -4.511 -5.242 3.678  0.1014
24 H -2.680 -3.659 3.201  0.0306
25 H 3.552 -3.787 2.607  0.1341
26 H 4.898 -1.620 3.363  0.1216
27 H 4.663 0.592 4.475  0.1137
28 H 2.418 1.655 4.562  0.1100
29 H 0.490 0.498 3.503  0.1177
30 C 1.057 5.744 -0.995  -0.0427
31 C 0.801 5.225 0.428  -0.5564
32 C -0.668 5.490 0.771  -0.0678
33 C 1.676 6.006 1.418  -0.0461
34 C 1.126 3.739 0.488  -0.1797
35 C 0.154 2.782 0.695  -0.0737
36 C 0.490 1.440 0.699  -0.3665
37 Se -0.950 0.146 0.790  1.1557
38 C -0.983 -0.218 -1.129  -0.3287
39 C -1.824 0.461 -1.992  -0.0385
40 C -1.767 0.196 -3.351  -0.1659
41 C -0.816 -0.726 -3.791  0.0330
42 C 0.027 -1.432 -2.952  -0.0748
43 C -0.079 -1.200 -1.562  -0.3602
44 O 0.587 -1.857 -0.647  -0.3687
45 C 1.076 -2.409 -3.463  -0.5291
46 C 1.069 -2.551 -4.988  -0.0612
47 C 2.445 -1.863 -3.034  -0.0300
48 C 0.851 -3.800 -2.855  -0.0299
49 C -2.705 0.837 -4.364  -0.5573
50 C -3.647 1.855 -3.717  -0.0646
51 C -1.899 1.558 -5.452  -0.0419
52 C -3.558 -0.268 -5.000  -0.0410
53 C 1.803 0.942 0.515  -0.3749
54 O 2.040 -0.317 0.584  -0.1876
55 C 2.795 1.933 0.252  -0.0748
56 C 2.420 3.265 0.252  0.0135
57 C 4.241 1.594 -0.124  -0.5219
58 C 5.221 2.332 0.803  -0.0422
59 C 4.586 0.106 -0.038  -0.0486
60 C 4.485 2.045 -1.576  -0.0364
61 H 0.794 6.799 -1.064  0.0822
62 H 0.455 5.191 -1.712  0.0880
63 H 2.102 5.634 -1.271  0.0771
64 H -0.868 6.558 0.746  0.0841
65 H -0.903 5.124 1.768  0.0781
66 H -1.329 5.012 0.052  0.0794
67 H 1.413 7.062 1.392  0.0814
68 H 2.731 5.915 1.175  0.0749
69 H 1.527 5.637 2.431  0.0867
70 H -0.887 3.032 0.840  0.0719
71 H -2.516 1.176 -1.575  0.0877
72 H -0.748 -0.910 -4.848  0.0967
73 H 1.274 -1.601 -5.476  0.0840
74 H 0.119 -2.939 -5.348  0.0857
75 H 1.847 -3.253 -5.284  0.0848
76 H 2.613 -0.889 -3.490  0.0898
77 H 3.243 -2.536 -3.337  0.0885
78 H 2.481 -1.747 -1.953  0.0647
79 H -0.139 -4.173 -3.111  0.0920
80 H 0.938 -3.778 -1.769  0.0730
81 H 1.594 -4.494 -3.243  0.0841
82 H -3.088 2.665 -3.253  0.0858
83 H -4.276 1.380 -2.968  0.0743
84 H -4.294 2.285 -4.478  0.0848
85 H -1.254 2.313 -5.009  0.0902
86 H -2.574 2.050 -6.150  0.0829
87 H -1.280 0.865 -6.014  0.0757
88 H -4.125 -0.794 -4.236  0.0898
89 H -2.940 -0.996 -5.517  0.0781
90 H -4.253 0.165 -5.715  0.0831
91 H 3.186 3.995 0.036  0.1031
92 H 5.083 2.007 1.832  0.0750
93 H 5.091 3.409 0.762  0.0719
94 H 6.242 2.105 0.503  0.0834
95 H 4.450 -0.264 0.975  0.0613
96 H 5.628 -0.044 -0.322  0.0867
97 H 3.964 -0.484 -0.703  0.0692
98 H 4.333 3.114 -1.692  0.0750
99 H 3.807 1.528 -2.252  0.0845
100 H 5.507 1.811 -1.868  0.0830
101 S -3.191 -1.100 3.347  0.6551
102 C -3.716 0.301 2.637  -0.9519
103 N -4.510 0.274 1.552  0.0099
104 C -4.978 1.460 0.874  -0.1744
105 C -3.977 2.588 1.095  -0.1700
106 C -3.766 2.763 2.597  -0.1754
107 N -3.363 1.493 3.153  -0.0016
108 H -4.693 -0.637 1.164  0.1271
109 H -5.962 1.750 1.265  0.1222
110 H -5.090 1.243 -0.190  0.1151
111 H -4.334 3.515 0.647  0.1202
112 H -3.022 2.295 0.648  0.0689
113 H -4.693 3.112 3.074  0.1229
114 H -2.982 3.500 2.797  0.1152
115 H -2.791 1.458 3.983  0.1193
116 C -1.436 -2.997 0.449  -0.1593
117 H -1.313 -4.073 0.602  0.0244
118 H -1.713 -2.864 -0.603  0.0224
119 H -2.307 -2.710 1.041  -0.0218

Results
- LUMO (alpha / beta) (eV) = -1.01 / -1.55
- 2S+1 = 3
- Kohn-Sham gap (alpha / beta) (eV) = 6.2 / 5.7
- ⟨S²⟩ = 2.128
- energy relative to the best compared isomer or geometry (same formula, charge and spin) (eV) = 2.679